1.
The following is a DFT calculation (the ωB97M-V functional and the def2-TZVPD basis) of the molecule C2Cl4OS.

```
8
C2Cl4OS, DFT the ωB97M-V functional and the def2-TZVPD basis
C 0.1554 -0.3401 -0.0278
C 1.3248 0.2548 0.0394
O -1.9829 -0.2608 -1.4356
S -1.4110 0.5406 -0.4385
Cl -2.5645 0.4628 1.2980
Cl 0.1562 -2.0574 0.2078
Cl 1.4350 1.8629 -0.1529
Cl 2.8870 -0.4627 0.5095
```

Its spin multiplicity is 1. Its HOMO energy is -10.07 eV. Its energy relative to the best compared isomer or geometry (same formula, charge and spin) is 76.9 kJ/mol. The gap between HOMO and LUMO comes out at 9.358 eV. Its net charge is 0. The total energy is -2390.33933 Eh.

2.
The following is a DFT calculation (the ωB97M-V functional and the def2-TZVPD basis) of the molecule C2Cl6OS.

```
10
C2Cl6OS, DFT the ωB97M-V functional and the def2-TZVPD basis
C -0.1803 -0.5292 -0.1932
C 1.1879 0.1023 -0.0331
O -1.0257 1.8937 0.1785
S -1.4209 0.6154 0.7820
Cl -0.2474 -1.9618 0.9961
Cl -0.6363 -1.1279 -1.8399
Cl 1.2571 0.9219 1.5506
Cl 2.5112 -1.0967 -0.0267
Cl 1.6128 1.2894 -1.2508
Cl -3.0584 -0.1071 -0.1636
```

Its spin multiplicity is 1. Its HOMO energy is -10.48 eV. Its energy relative to the best compared isomer or geometry (same formula, charge and spin) is 0.0 kJ/mol. The gap between HOMO and LUMO comes out at 10.096 eV. Its net charge is 0. The total energy is -3310.73051 Eh.

3.
The following is a DFT calculation (the ωB97M-V functional and the def2-TZVPD basis) of the molecule C2ClF2N.

```
6
C2ClF2N, DFT the ωB97M-V functional and the def2-TZVPD basis
C 0.3090 0.6738 -0.3649
C -0.4335 -0.4941 0.3368
N 1.0040 1.5307 -0.6345
F 0.5653 -1.4088 0.5524
F -1.3898 -1.1661 -0.3105
Cl -0.9880 0.1540 1.7900
```

Its spin multiplicity is 1. Its HOMO energy is -12.51 eV. Its energy relative to the best compared isomer or geometry (same formula, charge and spin) is 32.9 kJ/mol. The gap between HOMO and LUMO comes out at 13.171 eV. Its net charge is 0. The total energy is -790.85371 Eh.

4.
The following is a DFT calculation (the ωB97M-V functional and the def2-TZVPD basis) of a cluster of 2 separate species, C2ClF2OS in total.

```
7
C2ClF2OS, DFT the ωB97M-V functional and the def2-TZVPD basis
C -1.1192 -0.4113 0.9881
C 0.7304 0.2961 -0.5498
O -1.6290 0.5956 1.2572
F 1.6585 -0.6994 -0.8855
F 1.5300 1.3778 -0.0994
S -1.1007 -1.9838 1.2676
Cl -0.0700 0.8251 -1.9783
```

Its spin multiplicity is 1. Its HOMO energy is -3.42 eV. Its energy relative to the best compared isomer or geometry (same formula, charge and spin) is 166.0 kJ/mol. The gap between HOMO and LUMO comes out at 6.880 eV. Its net charge is -1. The total energy is -1209.58377 Eh.

Q: Among the records above, which one has the lowest energy relative to the best compared isomer or geometry (same formula, charge and spin)?
A: C2Cl6OS